Here is C2H4CsO2 as an isolated structure at a distorted geometry from the OMol25 dataset. Energies are from ωB97M-V with the def2-TZVPD basis set.

The geometry in ORCA input format:
```
! wB97M-V def2-TZVPD RIJCOSX def2/J DEFGRID3
* xyz 0 2
H -0.87 -1.40 -1.79
C 0.77 -1.93 -0.34
C -0.68 -2.35 -1.26
O -0.27 -3.33 -2.02
O 0.65 -0.75 0.18
H 1.42 -2.12 -1.28
H 0.84 -2.79 0.36
H -1.36 -2.55 -0.41
Cs 0.15 2.83 0.83
*
```

## Properties
ΔE to the lowest compared entry with this formula, charge and spin ... 86.0 kJ/mol
HOMO energy (spin up / spin down) ... -5.7 / -6.6 eV
Frontier orbital gap (spin up / spin down) ... 4.21 / 5.15 eV
E ... -249.06929 a.u.
Expectation value of S² ... 0.76
Molecular weight ... 192.957 g mol⁻¹